{"formula": "C5H13NO", "method": "ωB97M-V/def2-TZVPD", "orbital_gap_ev": 9.9, "smiles": "NCCCCCO", "de_lowest_kcal_mol": 39.9, "max_force_ev_per_a": 2.97, "e_tot_ha": -328.2552, "total_charge": 0, "e_lumo_ev": 0.9512, "elements": ["C", "C", "H", "N", "H", "C", "H", "H", "O", "C", "H", "H", "H", "H", "H", "H", "H", "C", "H", "H"], "positions_angstrom": [[-2.1456, -1.1093, -0.3955], [2.0307, 1.1461, 0.1834], [-1.3257, 1.3282, -0.5828], [2.0289, 0.1890, 1.2919], [-0.8099, -0.9047, 1.2586], [-0.5944, 0.8338, 0.0553], [-0.0606, -1.3273, -0.4413], [2.8828, 0.0634, 1.8131], [-2.1472, -2.5037, -0.1362], [0.7587, 1.1502, -0.7055], [-2.0852, -3.0553, -0.9176], [0.7603, 2.1236, -1.1926], [1.6347, -0.7195, 1.1091], [-2.3578, -0.7561, -1.4152], [0.8769, 0.3762, -1.4592], [-0.5594, 1.3069, 1.0485], [-3.0142, -0.6823, 0.1447], [-0.7368, -0.6842, 0.1805], [1.9811, 2.1175, 0.6608], [2.8826, 1.1075, -0.4998]]}

=====

{"formula": "C23H30BrF4N6O4SiV", "method": "ωB97M-V/def2-TZVPD", "orbital_gap_ev": [7.3, 7.7], "multiplicity": 2, "de_lowest_kcal_mol": 40.3, "max_force_ev_per_a": 3.67, "e_tot_ha": -5730.8574, "total_charge": 1, "e_lumo_ev": [-3.7541, -3.3354], "elements": ["F", "H", "O", "H", "H", "H", "H", "H", "F", "C", "C", "C", "Si", "C", "N", "N", "H", "H", "H", "C", "V", "N", "C", "H", "H", "H", "C", "H", "C", "C", "H", "N", "H", "C", "H", "C", "H", "C", "C", "H", "C", "C", "O", "H", "N", "C", "H", "C", "C", "C", "F", "H", "H", "Br", "H", "C", "H", "H", "N", "H", "C", "H", "H", "O", "C", "F", "O", "C", "H", "H"], "positions_angstrom": [[-2.0304, 6.0659, -0.2900], [-4.5618, 0.6882, -2.9250], [-1.1793, -0.5056, -1.6052], [3.2381, 0.5267, -1.2497], [-0.7671, 5.9447, 1.9895], [2.4808, -1.6328, -2.0241], [5.0231, -1.3570, 5.0583], [-1.1454, 2.0010, -3.0094], [-1.7947, 3.9491, -1.9043], [4.0886, -0.0782, 3.5933], [1.9266, -1.1191, -2.8105], [3.2014, -2.4394, 2.6190], [-2.7679, -0.7403, -2.0011], [0.6518, 0.8546, -3.3334], [-0.8883, -2.2601, 2.4853], [3.9604, -2.4488, 3.6958], [-2.2630, -2.0959, -4.0756], [-0.6222, -3.8174, 0.4113], [-1.9236, -1.0261, 3.8446], [-0.1140, 1.9910, -2.6361], [0.1198, -0.0015, -0.7319], [-0.9593, -2.8852, 0.2221], [3.2969, -0.0526, 2.4549], [2.8657, -3.4033, 2.2559], [0.3403, 2.9669, -2.8634], [3.2369, 1.1919, -2.8991], [-0.8799, -1.9608, 1.1848], [-0.7370, -3.4911, 4.1291], [0.3237, 2.9497, 0.8460], [-0.6332, 5.1018, 1.3326], [-0.1488, -0.8938, 3.9223], [1.4686, 0.1801, -2.3277], [-3.3379, 1.7129, -2.2110], [0.1598, 4.0270, 1.6986], [-1.7239, -4.1536, 2.8174], [4.3993, -1.3040, 4.1793], [-2.5350, -3.1725, -2.7182], [-3.7193, -0.9992, -0.3617], [-2.8590, -2.2434, -3.1792], [-3.5165, -1.9578, 0.1079], [-0.8227, -3.5828, 3.0506], [-3.4900, 0.8253, -2.8207], [1.6722, -2.4500, 0.2578], [2.2903, 1.9742, -1.6023], [-0.0885, 1.7691, -1.2024], [2.8375, -1.2671, 1.9512], [3.0391, 0.8865, 1.9916], [-1.0323, 0.0195, 2.1452], [-1.2578, 5.0518, 0.0988], [2.6250, 1.0175, -2.0058], [1.1668, 1.9513, 1.1878], [-0.0519, 0.1274, -3.7425], [-3.0946, 1.0182, -3.8145], [4.7371, 1.5435, 4.3381], [2.5820, -1.0083, -3.6825], [-1.0020, -1.0443, 3.2549], [-0.8477, -2.5489, -0.7285], [-3.8845, -2.3859, -3.5003], [-0.9130, -0.6443, 0.9540], [1.2794, 1.2371, -4.1508], [-0.3073, 2.8549, -0.4049], [0.0554, -4.1184, 2.6805], [-3.4632, -0.2144, 0.3470], [-1.1772, 1.2079, 2.2618], [1.9756, -1.3590, 0.7401], [0.8020, 4.0294, 2.8650], [1.5268, -0.2833, 0.2143], [-1.1102, 3.9594, -0.7459], [1.0679, -1.7341, -3.0876], [-4.7887, -0.9444, -0.5415]]}

=====

{"formula": "C3H11N2O", "method": "ωB97M-V/def2-TZVPD", "orbital_gap_ev": 9.4, "de_lowest_kcal_mol": 46.6, "max_force_ev_per_a": 1.87, "e_tot_ha": -305.3784, "total_charge": 1, "e_lumo_ev": -4.7751, "elements": ["N", "H", "N", "H", "H", "H", "H", "C", "H", "O", "H", "H", "H", "C", "H", "H", "C"], "positions_angstrom": [[-0.7666, -0.5739, -0.1709], [-2.4708, -1.6973, -2.9061], [0.8823, -0.1552, 1.4455], [-0.4400, -2.3124, -1.2290], [0.6301, 1.0160, -0.1751], [0.4307, -0.7128, 2.1651], [-2.8547, -2.0984, -1.2896], [0.2839, 0.1001, 0.3348], [1.6672, 0.4221, 1.7183], [2.3338, 2.6633, 1.4665], [-0.2478, -0.9821, -2.2616], [2.0197, 3.5388, 1.1888], [-2.8406, -0.4325, -1.6650], [-2.3100, -1.3569, -1.8919], [-1.6287, -0.1455, 0.1560], [3.2557, 2.7718, 1.6533], [-0.8621, -1.3216, -1.4222]]}